Here is C15H38AsN5O4Si2Ta as an isolated structure from OMol25. Energies are from wB97M-V/def2-TZVPD.

```
! RIJCOSX wB97M-V def2-TZVPD def2/J DEFGRID3
* xyz 3 1
Ta 0.947 -0.683 1.089
N -2.522 -0.517 -2.182
C -1.070 -0.753 -2.345
C -0.553 0.219 -3.369
C -1.220 -0.025 -4.733
C -0.287 -0.490 -5.796
N 1.006 0.163 -5.826
C 2.068 -0.003 -6.611
N 3.182 0.634 -6.331
N 2.042 -0.734 -7.731
C -0.292 -0.815 -1.126
O 0.886 -0.287 -1.058
O -0.779 -1.263 0.013
H -3.056 -0.989 -2.967
H -2.892 -1.181 -1.534
H -0.991 -1.813 -2.684
H 0.482 0.006 -3.486
H -0.814 1.256 -2.998
H -1.468 0.961 -5.139
H -2.172 -0.520 -4.660
H -0.756 -0.376 -6.831
H -0.074 -1.524 -5.823
H 1.224 0.882 -5.189
H 3.246 1.396 -5.665
H 3.992 0.529 -6.897
H 1.144 -1.194 -7.946
H 2.883 -1.130 -8.183
N 3.052 0.015 1.052
C 4.040 -1.182 0.911
C 3.642 -2.395 1.834
C 2.183 -2.220 2.115
O 1.352 -2.667 1.160
O 1.725 -1.569 3.181
H 3.264 0.717 0.299
H 3.171 0.603 1.888
H 5.121 -0.898 1.037
H 3.871 -1.262 -0.174
H 4.228 -2.577 2.778
H 3.716 -3.325 1.261
C -1.344 2.121 5.593
Si 0.040 0.903 4.817
C -0.312 -0.880 5.312
C 1.889 1.481 4.843
As -0.216 1.067 2.520
Si -2.613 1.091 2.388
C -3.124 -0.722 2.339
C -3.149 1.696 0.560
C -3.918 1.913 3.602
H -2.109 1.598 6.166
H -1.869 2.827 4.938
H -0.748 2.750 6.291
H 0.451 -1.563 4.927
H -1.230 -1.246 4.857
H -0.344 -1.082 6.400
H 2.406 1.553 5.797
H 2.030 2.442 4.227
H 2.469 0.738 4.268
H -2.503 -0.955 1.494
H -4.167 -0.709 1.985
H -3.058 -1.386 3.225
H -3.823 2.579 0.586
H -3.614 0.872 -0.047
H -2.214 2.039 0.062
H -4.863 1.746 3.090
H -3.818 2.921 3.963
H -3.768 1.216 4.461
*
```

Output
Molar mass, g/mol: 664.54
Maximum force, eV/A: 5.90
DFT total energy, hartree: -4039.98376

Here is C12H33LiN3O3 as an isolated structure from OMol25. Energies are from wB97M-V/def2-TZVPD.

```
! RIJCOSX wB97M-V def2-TZVPD def2/J DEFGRID3
* xyz 1 1
Li 0.583 -0.055 -0.369
C 2.553 -3.129 -1.088
C 1.597 -1.914 -0.922
C 0.364 -2.282 -0.055
O -0.551 -1.231 -0.046
C -1.739 -1.570 0.681
N 2.240 -0.838 -0.244
H 2.050 -3.972 -1.561
H 2.834 -3.348 -0.058
H 3.424 -2.864 -1.688
H 1.151 -1.568 -1.855
H 0.584 -2.625 0.956
H -0.202 -3.118 -0.466
H -1.918 -2.614 0.937
H -2.617 -1.407 0.057
H -1.678 -0.929 1.561
H 3.103 -0.519 -0.661
H 2.608 -1.214 0.618
C 0.757 2.945 0.925
C 0.388 1.611 1.618
C -1.084 1.455 2.062
O -1.147 0.180 2.824
C -2.398 -0.194 3.323
N 0.985 0.566 0.815
H 1.832 2.908 0.751
H 0.597 3.742 1.651
H 0.316 3.228 -0.031
H 0.974 1.575 2.535
H -1.769 1.525 1.218
H -1.390 2.255 2.736
H -2.438 -1.219 3.692
H -3.108 -0.427 2.529
H -2.807 0.492 4.065
H 1.923 0.923 0.698
H 0.995 -0.233 1.433
C 0.098 -0.252 -3.094
C 0.491 1.051 -2.299
C -0.720 1.662 -1.441
O -1.108 0.680 -0.532
C -2.431 0.916 -0.125
N 1.691 0.658 -1.521
H -0.764 -0.051 -3.730
H -0.123 -1.122 -2.476
H 0.845 -0.640 -3.786
H 0.793 1.855 -2.970
H -1.484 1.970 -2.156
H -0.359 2.588 -0.994
H -2.704 0.139 0.589
H -3.172 0.895 -0.924
H -2.507 1.917 0.300
H 2.185 1.525 -1.364
H 2.258 0.074 -2.118
*
```

Output
Molar mass, g/mol: 274.35
Maximum force, eV/A: 12.32
DFT total energy, hartree: -873.94319
ΔE to the lowest compared entry with this formula, charge and spin, kJ/mol: 1170.5

Here is C7H9N2OP in the gas phase from OMol25. Energies are from wB97M-V/def2-TZVPD.

```
! RIJCOSX wB97M-V def2-TZVPD def2/J DEFGRID3
* xyz 0 1
C 2.855 1.410 -0.082
P 2.003 0.240 0.683
C 0.289 0.962 0.358
N 0.164 2.203 0.080
C -1.098 2.777 -0.010
C -2.202 2.033 0.126
C -2.183 0.559 0.198
O -3.130 -0.176 0.229
N -0.880 0.034 0.458
C -0.720 -1.352 0.833
C 0.034 -2.229 -0.140
H 3.929 1.262 -0.084
H 2.286 2.099 -0.735
H -1.061 3.777 -0.228
H -3.218 2.413 -0.288
H -1.648 -1.664 1.138
H -0.192 -1.322 1.785
H 1.107 -1.783 -0.292
H 0.200 -3.182 0.238
H -0.483 -2.253 -1.048
*
```

Output
Molar mass, g/mol: 168.14
Maximum force, eV/A: 3.95
DFT total energy, hartree: -798.16980
Structure (SMILES): C=Pc1nccc(=O)n1CC
ΔE to the lowest compared entry with this formula, charge and spin, kJ/mol: 151.1